The following is a DFT calculation (ωB97M-V with the def2-TZVPD basis set) of C38H76F30N10O29S10 as an isolated structure.

Results
- E_LUMO: -2.5 eV

```
! wB97M-V def2-TZVPD RIJCOSX def2/J DEFGRID3
* xyz 0 1
C 1.94 0.49 1.22
C 1.43 -0.61 0.30
C -0.09 -0.63 0.47
O -0.58 0.69 0.24
C -1.99 0.67 0.35
N 1.80 -0.17 -1.14
H 1.20 0.59 -1.42
H 2.78 0.07 -1.19
H 1.62 -0.92 -1.79
H 1.85 0.20 2.27
H 1.39 1.44 1.21
H 2.99 0.74 1.04
H 1.95 -1.53 0.54
H -0.21 -0.79 1.54
H -0.52 -1.43 -0.14
H -2.30 0.51 1.38
H -2.44 -0.20 -0.13
H -2.51 1.53 -0.07
C 5.61 -0.80 -7.51
O 6.88 -0.31 -7.92
C 7.93 -0.95 -7.24
C 9.31 -0.29 -7.45
N 9.33 0.35 -8.91
H 8.36 0.62 -8.99
H 9.89 1.18 -9.08
C 9.63 -0.57 -10.11
C 9.13 0.20 -11.29
O 7.79 0.44 -11.22
C 7.19 0.93 -12.36
H 5.40 -0.46 -6.49
H 5.42 -1.86 -7.62
H 4.94 -0.15 -8.09
H 7.97 -1.99 -7.57
H 7.70 -0.92 -6.17
H 10.12 -1.03 -7.45
H 9.52 0.55 -6.79
H 9.04 -1.47 -9.94
H 10.70 -0.75 -10.14
H 9.26 -0.51 -12.10
H 9.75 1.04 -11.61
H 7.31 0.31 -13.25
H 7.60 1.94 -12.49
H 6.15 1.07 -12.09
C -4.73 8.16 8.50
O -4.53 7.09 7.56
C -3.84 6.01 8.16
C -3.61 4.99 7.07
N -2.89 5.59 5.87
H -3.33 6.49 5.75
H -1.91 5.64 6.10
C -2.93 4.66 4.64
C -1.88 5.05 3.57
O -1.76 6.51 3.59
C -0.54 7.03 3.03
H -4.32 9.08 8.09
H -4.33 8.01 9.50
H -5.76 8.50 8.58
H -4.62 5.60 8.80
H -2.90 6.16 8.70
H -4.58 4.55 6.80
H -2.97 4.15 7.36
H -3.94 4.85 4.26
H -2.62 3.64 4.85
H -2.06 4.61 2.59
H -0.95 4.54 3.84
H -0.34 6.73 2.00
H 0.30 6.82 3.69
H -0.81 8.08 2.99
C -1.70 6.23 -4.09
O -1.66 7.46 -3.40
C -2.88 7.95 -2.95
C -2.61 9.39 -2.41
N -1.45 10.09 -3.17
H -0.74 10.34 -2.50
H -0.96 9.48 -3.80
C -1.78 11.25 -4.15
C -2.48 10.84 -5.42
O -1.61 9.86 -6.12
C -2.26 9.25 -7.17
H -0.80 5.96 -4.66
H -2.55 6.27 -4.77
H -1.85 5.35 -3.47
H -3.32 7.27 -2.22
H -3.58 8.04 -3.77
H -2.34 9.42 -1.36
H -3.51 10.00 -2.50
H -0.89 11.86 -4.35
H -2.42 11.96 -3.61
H -2.71 11.65 -6.12
H -3.43 10.33 -5.27
H -1.52 8.79 -7.82
H -2.94 9.90 -7.73
H -2.93 8.44 -6.88
C -1.36 -6.04 2.72
O -1.38 -6.33 4.10
C -1.07 -5.24 4.96
C -1.19 -5.84 6.35
N -0.36 -7.10 6.54
H -0.55 -7.70 5.75
H 0.62 -6.87 6.44
C -0.71 -7.85 7.88
C 0.51 -8.58 8.38
O 0.92 -9.74 7.66
C 2.10 -10.40 8.22
H -0.48 -5.54 2.32
H -2.30 -5.56 2.43
H -1.37 -7.01 2.22
H -1.64 -4.32 4.84
H -0.04 -4.96 4.73
H -2.24 -6.14 6.41
H -0.90 -5.13 7.12
H -1.59 -8.43 7.58
H -0.96 -6.99 8.49
H 0.34 -8.82 9.43
H 1.32 -7.85 8.44
H 3.06 -9.94 8.00
H 2.09 -11.40 7.79
H 1.96 -10.55 9.29
C 3.36 -6.83 3.47
F 2.34 -7.62 3.72
F 4.24 -7.38 2.59
F 2.90 -5.73 2.99
S 4.29 -6.47 5.13
O 4.58 -7.79 5.78
O 5.50 -5.71 4.75
N 3.14 -5.60 6.04
S 3.91 -4.39 6.52
O 5.09 -4.74 7.32
O 4.02 -3.28 5.55
C 2.59 -3.77 7.89
F 3.18 -2.94 8.68
F 1.63 -3.17 7.17
F 2.02 -4.79 8.49
C -5.81 -0.25 8.60
F -4.73 0.49 8.89
F -6.13 -0.89 9.74
F -6.75 0.62 8.17
S -5.35 -1.48 7.26
O -4.13 -0.85 6.65
O -5.02 -2.72 7.97
N -6.82 -1.59 6.36
S -6.56 -0.75 5.10
O -6.23 0.66 5.45
O -5.82 -1.45 4.08
C -8.44 -0.62 4.47
F -8.76 -1.79 3.90
F -9.23 -0.33 5.47
F -8.48 0.38 3.54
C 3.84 3.38 -2.72
F 4.07 2.75 -3.84
F 3.89 4.68 -3.11
F 2.78 3.09 -1.94
S 5.37 3.25 -1.59
O 6.42 4.12 -2.08
O 4.86 3.64 -0.28
N 5.75 1.61 -1.59
S 7.25 1.63 -1.44
O 8.03 1.81 -2.67
O 7.79 2.40 -0.29
C 7.65 -0.14 -1.00
F 7.30 -1.02 -1.91
F 8.96 -0.27 -0.93
F 7.13 -0.44 0.22
C -7.07 -4.36 -2.30
F -6.82 -3.43 -1.34
F -6.83 -3.82 -3.49
F -6.33 -5.42 -2.05
S -8.96 -4.92 -2.17
O -9.07 -5.58 -0.88
O -9.70 -3.70 -2.40
N -9.05 -6.00 -3.59
S -10.60 -6.28 -3.78
O -10.76 -7.57 -4.42
O -11.44 -6.02 -2.59
C -11.13 -5.04 -5.23
F -10.38 -5.15 -6.34
F -12.39 -5.23 -5.65
F -10.99 -3.81 -4.85
C 3.26 -5.08 -3.20
F 4.14 -4.94 -4.19
F 3.41 -6.31 -2.76
F 3.42 -4.25 -2.20
S 1.44 -4.94 -4.05
O 1.46 -5.85 -5.16
O 0.52 -5.39 -3.02
N 1.18 -3.28 -4.38
S 0.28 -3.38 -5.66
O 1.02 -3.61 -6.94
O -0.96 -4.09 -5.47
C -0.27 -1.59 -5.82
F -0.78 -1.36 -7.09
F -1.23 -1.34 -5.00
F 0.73 -0.70 -5.68
*
```

***

The following is a DFT calculation (ωB97M-V with the def2-TZVPD basis set) of a 13-piece molecular cluster, C38H78O10 overall.

Results
- Relative energy (zero: lowest compared OMol25 entry of this formula, charge and spin): 41.73 kcal/mol
- E_LUMO: 0.1 eV

```
! wB97M-V def2-TZVPD RIJCOSX def2/J DEFGRID3
* xyz 0 1
C 5.14 8.46 -1.64
C 4.06 7.65 -1.34
C 3.86 7.17 -0.05
C 4.81 7.39 0.92
C 6.03 8.10 0.61
C 6.19 8.63 -0.67
H 5.38 8.77 -2.64
H 3.32 7.41 -2.10
H 3.00 6.56 0.18
H 4.73 6.88 1.87
H 6.76 8.23 1.39
H 7.07 9.18 -0.96
C -7.42 0.99 4.83
C -7.97 1.12 3.55
C -7.46 0.33 2.54
C -6.57 -0.66 2.86
C -6.02 -0.77 4.09
C -6.49 0.07 5.09
H -7.86 1.65 5.56
H -8.68 1.91 3.36
H -7.77 0.31 1.50
H -6.27 -1.41 2.14
H -5.29 -1.53 4.34
H -6.01 -0.02 6.05
C 6.37 1.18 -1.74
C 6.72 1.23 -3.01
C 6.96 0.00 -3.71
C 7.16 -1.17 -3.06
C 6.83 -1.23 -1.77
C 6.48 -0.05 -1.08
H 6.12 2.05 -1.16
H 6.72 2.23 -3.42
H 7.21 0.10 -4.76
H 7.37 -2.08 -3.60
H 6.89 -2.11 -1.14
H 6.31 0.01 -0.02
C 1.23 3.48 5.70
C -0.30 3.56 5.75
O -0.86 4.07 4.57
H 1.71 2.94 4.88
H 1.43 2.88 6.59
H 1.71 4.44 5.88
H -0.54 4.14 6.64
H -0.81 2.60 5.86
H -0.63 5.00 4.65
C -0.26 -0.97 -0.56
C 0.23 -0.02 0.58
O -0.19 1.39 0.29
H 0.24 -0.72 -1.50
H -1.31 -0.81 -0.82
H -0.09 -2.03 -0.39
H 1.29 -0.16 0.77
H -0.27 -0.51 1.41
H -0.23 1.85 1.13
C -2.41 8.61 1.37
C -1.60 9.53 2.22
O -1.35 8.84 3.42
H -2.77 9.12 0.48
H -3.20 8.14 1.96
H -1.68 7.89 1.00
H -2.10 10.46 2.51
H -0.71 9.82 1.67
H -0.74 9.48 3.81
C -6.23 -2.59 -4.68
C -7.19 -3.53 -4.02
O -8.43 -3.45 -4.75
H -5.31 -2.56 -4.10
H -6.69 -1.61 -4.85
H -6.01 -2.94 -5.69
H -7.34 -3.30 -2.97
H -6.85 -4.56 -4.04
H -9.17 -3.74 -4.21
C -4.75 4.22 -2.20
C -3.51 4.50 -3.12
O -2.72 3.37 -3.16
H -4.39 3.74 -1.29
H -5.45 3.47 -2.56
H -5.16 5.15 -1.79
H -2.90 5.33 -2.76
H -3.99 4.64 -4.09
H -2.30 3.17 -2.32
C 6.20 -7.57 0.99
C 4.94 -7.50 1.92
O 4.37 -6.19 1.91
H 5.99 -7.62 -0.08
H 6.76 -8.49 1.14
H 6.87 -6.75 1.24
H 5.17 -7.82 2.93
H 4.18 -8.20 1.56
H 3.87 -6.12 1.09
C 3.76 -6.05 -4.97
C 2.68 -5.42 -4.10
O 2.34 -6.14 -2.98
H 3.43 -7.00 -5.38
H 4.58 -6.30 -4.30
H 4.04 -5.39 -5.78
H 1.71 -5.26 -4.59
H 3.15 -4.46 -3.87
H 1.54 -6.64 -3.17
C -2.34 -6.97 2.43
C -3.80 -7.02 2.04
O -4.03 -6.69 0.71
H -1.85 -6.14 1.92
H -1.79 -7.83 2.05
H -2.31 -6.99 3.52
H -4.32 -6.24 2.60
H -4.34 -7.93 2.29
H -4.07 -7.49 0.19
C 0.79 -2.63 6.54
C 2.28 -2.57 6.93
O 2.79 -3.91 6.72
H 0.38 -1.62 6.62
H 0.27 -3.24 7.27
H 0.56 -3.09 5.57
H 2.48 -2.20 7.93
H 2.81 -1.95 6.20
H 2.88 -4.07 5.78
C -1.07 -1.90 -8.64
C -0.38 -1.16 -7.45
O -0.59 0.20 -7.63
H -0.49 -1.66 -9.53
H -2.08 -1.52 -8.80
H -1.17 -2.96 -8.43
H 0.67 -1.40 -7.31
H -0.90 -1.47 -6.54
H -1.04 0.43 -6.81
*
```

***

The following is a DFT calculation (ωB97M-V with the def2-TZVPD basis set) of C38H79AsF6HgNO16S8 as an isolated structure.

Results
- E_LUMO (spin up / spin down): -7.7 / -9.2 eV

```
! wB97M-V def2-TZVPD RIJCOSX def2/J DEFGRID3
* xyz 2 2
Hg 1.04 -2.10 -4.62
As -0.21 -0.24 -1.16
F 1.40 -0.09 -0.34
F 0.06 1.21 -2.17
F -1.90 -0.55 -1.83
F -0.46 -1.73 -0.20
F -0.84 0.81 0.13
F 0.42 -1.29 -2.47
C 1.21 -3.59 5.48
C 0.94 -2.67 4.32
N -0.49 -2.67 3.82
C -0.75 -1.53 2.86
C -1.00 -0.18 3.59
C -0.80 -3.95 3.20
C -2.34 -4.18 3.02
H 1.22 -4.60 5.09
H 0.39 -3.41 6.17
H 2.18 -3.39 5.94
H 1.16 -1.71 4.79
H 1.66 -2.86 3.52
H 0.03 -1.31 2.12
H -1.64 -1.71 2.25
H -0.28 0.01 4.39
H -1.04 0.69 2.94
H -1.95 -0.36 4.09
H -0.40 -4.75 3.83
H -0.29 -4.13 2.26
H -2.76 -3.80 3.95
H -2.68 -5.21 3.00
H -2.86 -3.63 2.23
C 2.57 4.87 -0.52
C 1.12 4.46 -0.84
C 0.50 5.60 -1.62
S 1.16 7.09 -0.80
O 0.15 7.57 0.11
O 1.70 7.96 -1.84
C 2.58 6.26 0.16
H 3.30 4.89 -1.33
H 2.95 4.08 0.13
H 0.50 4.27 0.04
H 1.06 3.53 -1.41
H -0.59 5.63 -1.70
H 0.94 5.57 -2.61
H 2.37 6.27 1.23
H 3.39 6.96 -0.05
C -2.56 5.38 2.96
C -2.27 4.70 1.58
C -1.49 3.45 2.02
S -0.20 4.13 3.24
O 1.05 4.35 2.50
O -0.23 3.30 4.44
C -1.18 5.72 3.57
H -3.27 4.89 3.63
H -3.16 6.28 2.82
H -1.60 5.28 0.94
H -3.24 4.49 1.13
H -0.99 2.79 1.31
H -2.16 2.84 2.63
H -0.76 6.52 2.95
H -1.09 5.93 4.64
C 3.30 -5.74 -0.27
C 2.48 -4.82 0.67
C 2.17 -3.59 -0.06
S 1.60 -4.25 -1.68
O 1.83 -3.37 -2.80
O 0.29 -4.85 -1.52
C 2.72 -5.66 -1.67
H 3.40 -6.74 0.16
H 4.32 -5.36 -0.36
H 3.02 -4.58 1.58
H 1.57 -5.33 1.01
H 3.09 -3.05 -0.28
H 1.37 -2.96 0.35
H 3.51 -5.35 -2.35
H 2.23 -6.50 -2.15
C -2.33 2.39 -4.09
C -3.33 1.78 -5.08
C -2.76 0.50 -5.51
S -0.93 0.79 -5.76
O -0.54 1.03 -7.18
O -0.30 -0.32 -5.06
C -0.93 2.36 -4.79
H -2.38 1.82 -3.17
H -2.68 3.41 -3.89
H -3.55 2.35 -5.98
H -4.29 1.59 -4.60
H -3.10 -0.10 -6.35
H -2.89 -0.11 -4.61
H -1.00 2.97 -5.69
H 0.00 2.54 -4.27
C -3.97 0.68 1.07
C -4.25 -0.84 0.73
C -5.56 -0.99 -0.14
S -5.49 0.55 -1.24
O -6.75 1.31 -1.17
O -4.99 0.18 -2.55
C -4.17 1.49 -0.28
H -2.95 0.68 1.45
H -4.59 1.19 1.81
H -4.28 -1.36 1.69
H -3.43 -1.26 0.15
H -6.41 -0.93 0.54
H -5.66 -1.83 -0.83
H -4.40 2.55 -0.21
H -3.24 1.39 -0.84
C 3.38 1.25 5.03
C 2.58 1.52 3.78
C 2.78 0.33 2.81
S 4.50 -0.31 3.10
O 5.39 0.05 2.01
O 4.39 -1.70 3.49
C 4.81 0.78 4.58
H 2.89 0.51 5.66
H 3.31 2.08 5.73
H 3.06 2.40 3.34
H 1.53 1.67 4.06
H 2.72 0.71 1.79
H 2.02 -0.44 2.93
H 5.36 1.64 4.21
H 5.30 0.23 5.38
C 5.18 0.92 -1.45
C 3.91 1.71 -1.30
C 3.38 1.99 -2.75
S 3.77 0.44 -3.65
O 4.50 0.82 -4.84
O 2.53 -0.29 -3.81
C 4.84 -0.34 -2.30
H 5.57 0.71 -0.45
H 6.07 1.41 -1.84
H 4.23 2.68 -0.94
H 3.31 1.21 -0.55
H 4.03 2.76 -3.17
H 2.39 2.40 -2.96
H 5.64 -0.88 -2.80
H 4.20 -1.08 -1.82
C -3.51 -5.99 -2.43
C -3.45 -4.86 -1.32
C -2.83 -3.50 -1.80
S -2.29 -3.73 -3.50
O -0.91 -3.32 -3.88
O -3.38 -3.27 -4.32
C -2.35 -5.62 -3.39
H -4.43 -5.95 -3.01
H -3.33 -7.01 -2.09
H -3.02 -5.24 -0.40
H -4.47 -4.65 -1.00
H -1.89 -3.37 -1.27
H -3.38 -2.56 -1.84
H -1.35 -5.83 -2.99
H -2.34 -6.09 -4.37
*
```

***

Going through the records in order, we get maximum force values of 7.807 4.600 5.531 eV/Å.
Going through the records in order, we get calculated total energy values of -11199.99047 -2246.82256 -8927.08023 Eh.